# 1
Below is the molecule C9H14N4 in a non-equilibrium geometry, with properties calculated with the ωB97M-V functional and the def2-TZVPD basis.

* E: -570.08328 hartree
* energy relative to the best compared isomer or geometry (same formula, charge and spin): 735.80 kJ/mol
* SMILES: Nc1cccnc1N1CCNCC1
* highest occupied orbital energy: -7.45 eV
* largest force on an atom: 0.149 Eh/bohr

Geometry (Å):
1 N 0.605 0.348 -0.962
2 N -1.493 2.023 -0.577
3 N -0.899 -1.664 -0.426
4 N 2.854 -0.149 0.803
5 C -2.066 -2.000 0.143
6 C 2.515 -1.057 -0.215
7 C -0.621 -0.434 -0.703
8 C 1.579 0.508 1.313
9 C -1.512 0.693 -0.371
10 C -3.072 -1.004 0.519
11 C 1.855 -0.510 -1.411
12 C 0.958 1.181 0.190
13 C -2.871 0.474 0.325
14 H 3.256 -0.491 1.570
15 H -2.292 -3.133 0.453
16 H -2.474 2.795 -0.644
17 H 3.295 -1.813 -0.504
18 H -0.748 2.618 -0.731
19 H 0.868 -0.470 1.517
20 H 2.136 0.078 -2.287
21 H 1.514 1.903 -0.460
22 H -0.008 1.690 0.805
23 H 1.548 1.420 2.205
24 H -3.573 1.347 0.442
25 H -4.097 -1.409 0.780
26 H 1.359 -1.367 -1.936
27 H 1.383 -1.575 0.163



# 2
Below is the molecule C4H8O2, with properties calculated with the ωB97M-V functional and the def2-TZVPD basis.

* E: -307.66460 hartree
* energy relative to the best compared isomer or geometry (same formula, charge and spin): 125.57 kJ/mol
* SMILES: O[C@@H]1CCOC1
* highest occupied orbital energy: -9.67 eV
* largest force on an atom: 0.007 Eh/bohr

Geometry (Å):
1 O 0.648 -1.246 0.912
2 O -1.016 1.842 0.329
3 C -0.313 -0.165 -0.945
4 C 0.595 -1.307 -0.508
5 C 0.178 0.018 1.360
6 C 0.002 0.889 0.114
7 H -0.121 0.168 -1.970
8 H 1.604 -1.176 -0.925
9 H -1.472 1.980 -0.508
10 H -1.370 -0.447 -0.851
11 H 0.224 -2.293 -0.805
12 H 0.951 1.391 -0.136
13 H -0.801 -0.083 1.850
14 H 0.891 0.430 2.083



# 3
Below is a cluster of 12 separate species, C12H48N24O12 in total in a non-equilibrium geometry, with properties calculated with the ωB97M-V functional and the def2-TZVPD basis.

* E: -2703.23370 hartree
* energy relative to the best compared isomer or geometry (same formula, charge and spin): 1121.86 kJ/mol
* SMILES: NC(N)=O.NC(N)=O.NC(N)=O.NC(N)=O.NC(N)=O.NC(N)=O.NC(N)=O.NC(N)=O.NC(N)=O.NC(N)=O.NC(N)=O.NC(N)=O
* highest occupied orbital energy: -9.02 eV
* largest force on an atom: 0.155 Eh/bohr

Geometry (Å):
1 O 28.437 7.004 -17.490
2 O 22.135 -1.412 -5.711
3 O 32.326 -0.424 -11.520
4 O 26.164 2.004 -12.445
5 O 23.553 -4.925 -10.600
6 O 27.178 -3.974 -13.068
7 O 28.348 3.221 -6.426
8 O 23.517 3.654 -16.292
9 O 31.532 4.546 -12.874
10 O 34.338 -2.361 -16.146
11 O 19.500 1.098 -10.914
12 O 23.949 6.534 -9.384
13 N 23.937 -6.962 -9.995
14 N 32.140 3.302 -14.654
15 N 21.378 4.306 -16.142
16 N 19.621 -0.297 -12.660
17 N 28.031 5.696 -15.748
18 N 22.747 4.600 -14.455
19 N 33.352 -1.698 -18.017
20 N 21.935 7.061 -9.607
21 N 25.308 -0.099 -12.085
22 N 27.350 0.176 -12.732
23 N 20.912 -2.940 -6.768
24 N 29.048 2.111 -8.230
25 N 27.293 3.310 -8.371
26 N 33.926 -1.326 -10.331
27 N 33.639 4.335 -13.486
28 N 34.452 -0.244 -12.124
29 N 27.283 -4.989 -14.902
30 N 32.397 -1.270 -16.238
31 N 21.976 -1.375 -7.870
32 N 18.796 -1.060 -10.820
33 N 28.833 -5.330 -13.405
34 N 24.827 -5.499 -8.823
35 N 22.574 4.983 -9.679
36 N 29.681 7.112 -15.632
37 C 26.219 0.733 -12.457
38 C 33.498 -0.654 -11.297
39 C 22.850 6.199 -9.617
40 C 33.397 -1.828 -16.772
41 C 28.669 6.671 -16.350
42 C 27.676 -4.792 -13.718
43 C 24.115 -5.700 -9.871
44 C 32.360 4.049 -13.624
45 C 21.667 -1.858 -6.713
46 C 28.246 2.895 -7.543
47 C 19.316 0.010 -11.388
48 C 22.575 4.155 -15.673
49 H 32.265 -1.443 -15.252
50 H 24.936 -6.322 -8.248
51 H 21.787 -1.739 -8.793
52 H 31.307 3.463 -15.202
53 H 24.085 -7.689 -9.310
54 H 23.455 -7.225 -10.843
55 H 32.572 -1.176 -18.391
56 H 22.596 -0.581 -7.796
57 H 20.211 0.465 -12.960
58 H 23.363 4.369 -9.819
59 H 32.899 2.945 -15.216
60 H 20.588 -3.128 -7.707
61 H 34.856 -1.717 -10.285
62 H 19.491 -1.175 -13.143
63 H 32.228 -0.395 -16.715
64 H 22.357 7.962 -9.435
65 H 35.433 -0.474 -12.062
66 H 28.479 5.347 -14.912
67 H 18.676 -1.859 -11.426
68 H 21.265 3.766 -16.988
69 H 28.201 0.681 -12.935
70 H 23.615 4.200 -14.128
71 H 18.290 -0.947 -9.954
72 H 29.693 7.042 -14.625
73 H 20.969 6.780 -9.521
74 H 24.407 0.341 -12.211
75 H 29.959 1.927 -7.833
76 H 30.240 7.862 -16.015
77 H 33.957 4.783 -12.639
78 H 26.405 -4.544 -15.128
79 H 22.024 5.046 -13.909
80 H 29.433 -5.766 -14.091
81 H 33.995 0.180 -12.919
82 H 33.959 -2.304 -18.549
83 H 24.854 -4.549 -8.481
84 H 20.581 -3.453 -5.964
85 H 21.614 4.743 -9.881
86 H 27.034 5.654 -15.898
87 H 27.335 2.982 -9.325
88 H 34.340 3.928 -14.089
89 H 29.306 -4.931 -12.607
90 H 25.473 -1.066 -12.326
91 H 27.353 -0.833 -12.748
92 H 28.870 1.837 -9.186
93 H 26.670 4.073 -8.148
94 H 33.191 -1.678 -9.733
95 H 27.749 -5.565 -15.588
96 H 20.636 4.579 -15.512



# 4
Below is a structure of composition C37H35CoN6O2S4 in a non-equilibrium geometry, with properties calculated with the ωB97M-V functional and the def2-TZVPD basis.

* E: -4885.55754 hartree
* net charge: -1
* energy relative to the best compared isomer or geometry (same formula, charge and spin): 135.16 kJ/mol
* spin multiplicity: 2
* highest occupied orbital energy (spin up / spin down): -4.29 / -4.24 eV
* largest force on an atom: 0.030 Eh/bohr

Geometry (Å):
1 Co 2.079 0.150 -0.974
2 S 6.990 0.582 0.153
3 S 4.286 -0.658 0.643
4 S 1.059 -1.638 2.178
5 S -1.141 -2.915 -1.653
6 O 0.978 -1.275 3.593
7 O -0.642 -1.877 1.686
8 N 1.499 1.627 0.295
9 N 3.597 1.290 -1.548
10 N 1.256 1.240 -2.863
11 N 1.327 -0.412 1.202
12 N 4.863 1.296 -1.132
13 N 0.200 -0.776 -1.137
14 C -2.963 1.063 -0.571
15 C 0.972 1.564 2.650
16 C -0.459 2.318 -4.137
17 C 0.085 1.225 -3.485
18 C 3.201 -4.136 -2.664
19 C -4.528 2.268 0.959
20 C -1.119 -0.435 -0.972
21 C 2.006 2.361 -2.932
22 C -3.274 -3.761 4.317
23 C -1.488 -2.478 2.560
24 C -2.803 -2.479 4.580
25 C -4.208 3.054 -1.408
26 C 1.943 -3.810 -2.206
27 C -3.517 2.431 -0.186
28 C -1.928 -1.838 3.716
29 C 1.669 -2.488 -1.841
30 C 2.646 -1.464 -1.870
31 C -3.390 -1.246 -1.222
32 C 1.446 2.958 0.347
33 C 4.163 -3.134 -2.781
34 C -1.963 -3.761 2.284
35 C 3.284 2.309 -2.299
36 C 7.435 -1.173 0.271
37 C -2.846 -4.384 3.148
38 C 0.354 -2.017 -1.488
39 C -2.416 3.384 0.288
40 C -3.844 0.022 -0.906
41 C 3.888 -1.831 -2.395
42 C 5.246 0.440 -0.211
43 C -4.216 -4.462 5.263
44 C -2.022 -1.474 -1.237
45 C 0.938 2.936 2.670
46 C 1.161 3.661 1.496
47 C 1.249 0.903 1.429
48 C -1.602 0.822 -0.616
49 C 1.526 3.515 -3.577
50 C 0.281 3.499 -4.159
51 H -4.413 -3.849 6.142
52 H 7.452 -1.609 -0.726
53 H -4.063 1.743 1.796
54 H -5.041 2.437 -1.747
55 H 4.009 3.108 -2.413
56 H 0.817 0.976 3.540
57 H -3.129 -1.968 5.480
58 H -4.865 3.246 1.312
59 H -1.426 2.251 -4.617
60 H -5.169 -4.682 4.776
61 H -4.084 -2.041 -1.464
62 H -3.496 3.149 -2.231
63 H -1.713 3.618 -0.513
64 H 2.140 4.408 -3.582
65 H 3.436 -5.155 -2.946
66 H -5.406 1.702 0.646
67 H -0.881 1.597 -0.400
68 H 0.738 3.459 3.597
69 H 8.425 -1.222 0.721
70 H -0.457 0.286 -3.462
71 H 6.700 -1.672 0.897
72 H -1.858 2.959 1.125
73 H -0.124 4.386 -4.630
74 H -2.867 4.320 0.625
75 H 4.670 -1.086 -2.503
76 H 1.118 4.741 1.479
77 H 5.146 -3.382 -3.168
78 H 1.633 3.475 -0.588
79 H 1.167 -4.566 -2.125
80 H -1.576 -0.840 3.931
81 H -3.209 -5.379 2.912
82 H -3.792 -5.409 5.602
83 H -4.593 4.048 -1.166
84 H -1.637 -4.250 1.374
85 H -4.912 0.203 -0.934



- Among the records above, which one has the highest energy relative to the best compared isomer or geometry (same formula, charge and spin)?
  C12H48N24O12